Arrangement A

ORCA calculation (ωB97M-V/def2-TZVPD) on the molecule C2H5N2OP.

Element x y z (Å)
O  -2.302  0.438  -0.055
C  -1.109  0.299  0.040
C  -0.371  -1.044  0.068
N  1.155  -0.808  0.192
P  1.526  0.869  -0.027
N  -0.164  1.279  0.057
H  -0.633  -1.612  0.993
H  -0.782  -1.601  -0.751
H  1.597  -1.284  0.985
H  1.432  1.117  -1.499
H  -0.348  2.347  -0.003

The value obtained for the orbital gap is 9.93 eV. The highest occupied orbital energy comes out at -9.13 eV. Its spin multiplicity is 1. The calculation puts the LUMO energy at 0.8 eV.



Arrangement B

ORCA calculation (ωB97M-V/def2-TZVPD) on the molecule C2H5N2OP.

Element x y z (Å)
C  1.111  -0.806  0.284
C  -0.094  -1.250  0.718
N  0.273  1.380  0.682
N  -0.865  1.279  0.221
O  1.451  0.223  -0.347
P  -1.578  -0.417  -0.071
H  1.976  -1.238  0.970
H  -0.298  -1.998  1.480
H  0.759  2.203  0.364
H  -1.188  1.835  -0.563
H  -1.215  -0.285  -1.471

The value obtained for the orbital gap (spin up / spin down) is 8.58 / 8.58 eV. The highest occupied orbital energy (spin up / spin down) comes out at -8.59 / -8.59 eV. Its spin multiplicity is 1. The calculation puts the LUMO energy (spin up / spin down) at 0.0 / 0.0 eV.



Most favorable structure: arrangement A. The second most favorable one is 104.2 kcal/mol above it.



Arrangement A

ORCA calculation (ωB97M-V/def2-TZVPD) on C3H2N2 as an isolated structure.

Element x y z (Å)
C  -1.495  -0.440  -0.701
C  -1.542  0.894  -2.085
C  -0.300  0.196  -0.168
N  -0.586  1.700  -1.977
N  0.117  1.187  -1.035
H  -0.324  0.569  0.819
H  0.509  -0.447  -0.085

The value obtained for the orbital gap (spin up / spin down) is 7.73 / 7.20 eV. The highest occupied orbital energy (spin up / spin down) comes out at -9.42 / -9.13 eV. Its spin multiplicity is 1. The calculation puts the LUMO energy (spin up / spin down) at -1.7 / -1.9 eV.



Arrangement B

ORCA calculation (ωB97M-V/def2-TZVPD) on the molecule C3H2N2.

Element x y z (Å)
N  -2.174  -0.991  -0.047
C  -1.211  -0.390  -0.041
C  -0.011  0.550  -0.042
C  1.197  -0.341  -0.126
N  2.119  -1.033  -0.010
H  0.021  1.316  -0.743
H  0.059  0.889  1.009

The value obtained for the orbital gap is 12.84 eV. The highest occupied orbital energy comes out at -12.47 eV. Its spin multiplicity is 1. The calculation puts the LUMO energy at 0.4 eV.



Most favorable structure: arrangement B. The second most favorable one is 209.2 kcal/mol above it.



Arrangement A

ORCA calculation (ωB97M-V/def2-TZVPD) on the molecule C4H11NOS.

Element x y z (Å)
O  -2.926  -0.577  -1.376
C  -2.182  -0.795  -0.140
N  -0.804  -0.296  -0.294
C  -0.175  0.451  0.799
C  1.179  1.130  0.491
C  2.396  0.242  0.207
S  2.107  -0.894  -1.232
H  -2.485  -0.846  -2.188
H  -2.204  -1.833  0.212
H  -2.699  -0.103  0.513
H  -0.856  0.277  -1.155
H  0.009  -0.236  1.646
H  -0.892  1.171  1.232
H  0.998  1.833  -0.346
H  1.282  1.789  1.358
H  3.207  0.934  -0.070
H  2.681  -0.262  1.145
H  1.363  -1.985  -0.801

The value obtained for the orbital gap is 9.14 eV. The highest occupied orbital energy comes out at -8.33 eV. Its spin multiplicity is 1. The calculation puts the LUMO energy at 0.8 eV.



Arrangement B

ORCA calculation (ωB97M-V/def2-TZVPD) on the molecule C4H11NOS.

Element x y z (Å)
C  -1.551  0.844  -1.405
S  -1.353  0.288  0.129
C  -2.465  -1.169  0.259
O  -1.708  1.354  1.037
N  0.146  -0.481  0.980
C  1.343  -0.312  0.201
C  1.911  1.078  0.186
H  -1.081  1.722  -1.759
H  -1.349  0.063  -2.060
H  -3.264  -0.880  -0.421
H  -1.977  -1.945  -0.344
H  -2.648  -1.285  1.294
H  0.121  0.068  1.826
H  1.066  -0.665  -0.836
H  2.109  -0.950  0.753
H  2.177  1.336  1.218
H  3.006  1.127  -0.312
H  1.334  1.917  -0.153

The value obtained for the orbital gap is 9.35 eV. The highest occupied orbital energy comes out at -8.59 eV. Its spin multiplicity is 1. The calculation puts the LUMO energy at 0.8 eV.



Most favorable structure: arrangement A. The second most favorable one is 65.0 kcal/mol above it.



Arrangement A

ORCA calculation (ωB97M-V/def2-TZVPD) on an isolated ion of composition C4H12N2 and charge +2.

Element x y z (Å)
C  1.946  0.942  0.377
C  0.658  0.912  -0.189
N  0.296  2.096  -0.980
C  -0.440  -0.133  -0.283
C  -0.370  -1.029  0.896
N  -1.289  -2.250  0.406
H  2.456  1.884  0.363
H  2.563  0.141  0.753
H  0.136  1.951  -2.007
H  -0.546  2.553  -0.453
H  1.143  2.704  -0.985
H  -1.378  0.388  -0.161
H  -0.364  -0.575  -1.285
H  -0.789  -0.693  1.891
H  0.585  -1.410  1.043
H  -1.641  -3.001  0.968
H  -0.887  -2.693  -0.447
H  -2.077  -1.788  0.093

The value obtained for the orbital gap is 11.31 eV. The highest occupied orbital energy comes out at -18.69 eV. Its spin multiplicity is 1. As for the total charge: +2. The calculation puts the LUMO energy at -7.4 eV.



Arrangement B

ORCA calculation (ωB97M-V/def2-TZVPD) on a 2-piece molecular cluster, C4H12N2 overall.

Element x y z (Å)
C  -0.092  0.512  -0.987
C  0.125  -0.406  -2.218
C  0.892  -1.022  -1.241
C  0.453  -0.557  0.058
N  -0.371  -1.510  0.880
N  -0.308  1.918  1.956
H  -1.088  0.574  -0.564
H  0.590  1.353  -1.024
H  -0.765  -0.719  -2.780
H  0.821  -0.271  -3.061
H  1.877  -1.496  -1.348
H  0.987  0.178  0.660
H  -0.408  -2.426  0.424
H  0.106  -1.693  1.773
H  -1.281  -1.069  1.066
H  -0.422  1.755  2.948
H  0.168  2.788  1.751
H  -1.283  2.090  1.707

The value obtained for the orbital gap is 6.51 eV. The highest occupied orbital energy comes out at -18.04 eV. Its spin multiplicity is 1. As for the total charge: +2. The calculation puts the LUMO energy at -11.5 eV.



Most favorable structure: arrangement A. The second most favorable one is 96.2 kcal/mol above it.



Arrangement A

ORCA calculation (ωB97M-V/def2-TZVPD) on an isolated ion of composition C3H4NO3 and charge -1.

Element x y z (Å)
O  -2.127  1.510  0.988
C  -2.105  0.684  0.076
N  -1.013  0.029  -0.314
C  0.274  0.263  0.324
C  1.397  -0.675  -0.254
O  2.279  -0.937  0.580
O  1.280  -0.981  -1.458
H  -3.070  0.438  -0.393
H  -0.971  -0.532  -1.150
H  0.580  1.303  0.230
H  0.220  -0.005  1.378

The value obtained for the orbital gap is 8.36 eV. The highest occupied orbital energy comes out at -4.51 eV. Its spin multiplicity is 1. As for the total charge: -1. The calculation puts the LUMO energy at 3.9 eV.



Arrangement B

ORCA calculation (ωB97M-V/def2-TZVPD) on an isolated ion of composition C3H4NO3 and charge -1.

Element x y z (Å)
C  0.009  1.314  -0.712
C  1.921  0.707  -0.021
C  -0.505  -0.083  -0.353
N  1.743  -0.602  -0.156
O  2.741  -1.570  0.144
O  0.464  -1.193  -0.322
O  2.926  1.182  0.437
H  0.479  1.051  -1.822
H  -0.966  -0.054  0.684
H  -1.236  -0.665  -1.029
H  3.514  -0.916  0.126

The value obtained for the orbital gap is 7.31 eV. The highest occupied orbital energy comes out at -3.33 eV. Its spin multiplicity is 1. As for the total charge: -1. The calculation puts the LUMO energy at 4.0 eV.



Most favorable structure: arrangement A. The second most favorable one is 200.6 kcal/mol above it.



Arrangement A

ORCA calculation (ωB97M-V/def2-TZVPD) on a 2-piece molecular cluster, C5H11O2 overall.

Element x y z (Å)
C  -0.385  2.499  -0.245
C  -0.118  3.881  0.389
C  0.978  1.932  -0.728
H  -0.865  2.562  -1.233
H  -0.963  1.839  0.375
H  -0.244  3.860  1.482
H  0.939  4.110  0.360
H  0.870  1.220  -1.547
H  -0.641  4.698  -0.111
H  1.657  1.635  0.084
H  1.590  2.718  -1.162
C  0.969  -2.315  -0.501
C  -0.348  -2.337  0.264
O  -0.272  -1.794  1.398
O  -1.367  -2.818  -0.280
H  0.927  -2.969  -1.376
H  1.769  -2.633  0.167
H  1.195  -1.316  -0.876

The value obtained for the orbital gap is 7.12 eV. The highest occupied orbital energy comes out at -3.64 eV. Its spin multiplicity is 1. As for the total charge: -1. The calculation puts the LUMO energy at 3.5 eV.



Arrangement B

ORCA calculation (ωB97M-V/def2-TZVPD) on a 2-piece molecular cluster, C5H11O2 overall.

Element x y z (Å)
C  2.200  0.195  -0.315
C  2.359  -0.991  -1.265
C  2.371  -0.049  1.188
H  2.756  1.085  -0.596
H  1.174  0.543  -0.340
H  2.995  -0.808  -2.140
H  1.380  -1.202  -1.691
H  1.933  0.809  1.709
H  1.851  -0.959  1.490
H  2.694  -1.899  -0.780
H  3.397  -0.193  1.536
C  -1.564  -0.827  0.865
C  -2.014  0.441  -0.008
O  -2.487  1.380  0.664
O  -1.791  0.288  -1.224
H  -0.511  -0.594  1.067
H  -1.749  -1.725  0.278
H  -2.041  -0.768  1.839

The value obtained for the orbital gap is 7.38 eV. The highest occupied orbital energy comes out at -3.70 eV. Its spin multiplicity is 1. As for the total charge: -1. The calculation puts the LUMO energy at 3.7 eV.



Arrangement C

ORCA calculation (ωB97M-V/def2-TZVPD) on a 2-piece molecular cluster, C5H11O2 overall.

Element x y z (Å)
O  -2.410  -0.091  1.063
C  -1.947  0.324  2.149
O  -0.831  0.838  2.381
H  -2.626  0.195  3.038
C  1.437  1.031  -0.843
C  0.321  0.103  -0.396
C  -0.492  -0.375  -1.597
C  0.847  -1.050  0.446
H  2.031  1.374  0.013
H  2.144  0.537  -1.519
H  1.071  1.933  -1.340
H  -0.380  0.596  0.275
H  -1.403  -0.864  -1.248
H  0.090  -1.040  -2.245
H  -0.798  0.485  -2.201
H  1.409  -0.667  1.298
H  0.006  -1.624  0.839
H  1.532  -1.705  -0.113

The value obtained for the orbital gap is 7.99 eV. The highest occupied orbital energy comes out at -4.05 eV. Its spin multiplicity is 1. As for the total charge: -1. The calculation puts the LUMO energy at 3.9 eV.



Most favorable structure: arrangement C. The second most favorable one is 9.4 kcal/mol above it.